1.
56
Properties=species:S:1:pos:R:3:forces:R:3 method="wB97M-V/def2-TZVPD" energy_ha=-16480.48592 total_charge=-2 homo_ev=-1.25 orbital_gap_ev=5.40 relative_energy_kcal_mol=7.5
Se -1.055 -2.519 1.647 -0.23 0.25 -0.04
Se -2.859 -0.077 -1.412 -0.29 0.13 -0.08
Se -2.250 0.211 -3.684 0.07 -0.04 0.16
Se 0.273 1.026 2.901 0.07 0.13 -0.08
Se 1.488 0.734 -4.083 -0.13 0.13 0.14
Se -0.567 1.855 -3.839 0.09 -0.17 -0.01
Sc -0.719 0.036 0.497 1.23 -1.00 -0.61
O 0.456 -1.253 6.798 -0.08 -0.02 0.03
O -3.475 2.210 1.928 -0.23 0.18 0.09
O -1.536 0.142 5.499 0.10 -0.01 -0.10
O -2.600 0.252 1.527 -0.80 0.26 0.43
O -1.683 1.965 0.718 -0.30 0.75 0.37
N -0.031 -1.307 -1.538 0.10 0.25 0.18
N -0.456 -2.674 -1.673 0.08 0.01 -0.10
N -2.642 1.518 1.420 0.47 -0.57 -0.34
N 0.900 1.778 -0.281 -0.18 -0.09 -0.17
N 1.743 -0.681 0.427 0.03 -0.09 0.29
C 2.131 -1.904 0.737 0.11 0.09 -0.01
C -1.530 -0.978 4.595 -0.10 0.01 0.03
C 0.902 -0.474 3.989 -0.05 -0.12 0.06
C 4.971 0.872 -0.538 -0.07 -0.10 0.06
C 3.477 -2.303 0.710 -0.11 -0.03 0.02
C 2.677 0.201 0.020 -0.23 0.10 -0.04
C 4.037 -0.114 -0.065 0.19 0.08 -0.04
C 0.340 -2.175 5.723 0.05 0.01 0.04
C 1.360 3.996 -1.061 -0.04 -0.02 0.01
C 3.159 2.457 -0.796 0.22 0.02 -0.07
C -0.161 -2.707 3.390 0.14 0.01 -0.03
C 4.548 2.102 -0.883 -0.13 0.03 -0.01
C 2.222 1.514 -0.370 -0.04 -0.10 0.17
C 2.694 3.728 -1.160 -0.03 -0.02 -0.01
C 0.494 2.987 -0.615 0.02 -0.02 -0.16
C -0.127 -1.549 4.395 0.01 -0.01 -0.05
C 4.430 -1.406 0.316 0.03 0.01 -0.01
H -2.177 -1.742 5.036 0.01 0.00 0.01
H 6.016 0.597 -0.618 0.01 -0.01 0.01
H -0.668 -2.828 -2.656 -0.08 0.00 0.03
H -0.564 3.180 -0.536 -0.02 -0.01 -0.05
H -1.962 -0.681 3.640 0.05 -0.06 0.00
H 3.732 -3.314 0.999 0.01 -0.01 -0.02
H -1.335 -2.746 -1.171 -0.01 -0.03 -0.01
H 0.963 -1.285 -1.734 -0.02 0.02 -0.04
H 5.243 2.846 -1.254 0.01 0.01 0.01
H -1.160 0.864 4.958 -0.06 0.04 0.06
H 1.735 -0.963 3.477 -0.01 0.00 0.00
H 0.950 4.957 -1.341 -0.01 -0.01 0.00
H -0.260 -0.606 6.659 0.04 0.04 0.00
H 5.479 -1.676 0.280 0.01 -0.01 -0.01
H -0.455 -0.753 -2.278 0.06 0.06 -0.12
H -0.651 -3.570 3.849 0.00 0.01 0.02
H -0.367 -2.973 5.991 0.02 -0.02 0.00
H 1.326 -2.635 5.592 0.00 0.00 -0.03
H 1.302 -0.017 4.894 0.03 -0.02 -0.03
H 0.880 -2.992 3.202 -0.02 -0.07 0.02
H 3.396 4.468 -1.527 0.00 0.02 0.01
H 1.327 -2.589 0.992 0.02 -0.03 0.03

=====

2.
43
Properties=species:S:1:pos:R:3:forces:R:3 method="wB97M-V/def2-TZVPD" smiles="C=CC[C@@H]([NH2+]Cc1ccco1)c1ccc(OC)c(OC)c1" energy_ha=-941.16380 total_charge=+1 homo_ev=-11.02 orbital_gap_ev=8.41 relative_energy_kcal_mol=66.5
O 2.856 -1.981 0.761 0.09 0.31 -0.34
O 4.169 -0.383 -1.246 -0.29 0.20 -0.09
O -4.283 -0.481 -0.512 0.21 0.56 -0.33
N -1.929 1.198 -0.825 0.03 0.28 0.00
C 5.017 -1.391 -0.730 0.47 -0.40 0.13
C 2.229 -0.914 0.200 0.16 -0.02 -0.04
C -0.657 3.439 0.622 -0.20 -0.11 0.20
C -1.079 0.940 0.386 0.46 -0.03 0.69
C 0.313 0.566 -0.052 -0.05 -0.07 -0.15
C 1.001 1.296 -1.011 -0.06 -0.18 0.08
C -4.909 -1.478 0.135 0.01 -0.90 0.38
C -3.068 -0.956 -0.891 0.53 -0.54 0.02
C -4.125 -2.587 0.187 -0.42 0.41 0.02
C -1.115 2.179 1.298 0.00 0.07 -0.16
C 2.282 0.922 -1.363 0.13 -0.22 0.07
C -2.183 -0.024 -1.643 -0.55 -0.63 -0.25
C -2.920 -2.247 -0.478 0.05 0.71 -0.28
C 0.504 4.017 0.861 0.00 0.12 -0.08
C 2.927 -0.168 -0.781 -0.23 0.12 0.04
C 2.216 -2.707 1.785 -0.10 -0.15 0.20
C 0.937 -0.531 0.535 -0.06 0.04 0.01
H 0.395 -1.092 1.279 -0.04 -0.13 0.10
H 5.209 -1.249 0.335 -0.01 0.00 -0.09
H 0.573 2.169 -1.482 0.01 0.10 -0.05
H 1.980 -2.071 2.643 0.00 -0.01 -0.03
H -1.531 0.097 0.919 -0.04 0.12 -0.20
H -1.356 3.894 -0.071 -0.03 0.19 -0.12
H 5.948 -1.281 -1.284 -0.07 -0.02 0.06
H 2.933 -3.467 2.089 -0.10 0.03 0.02
H 0.797 4.929 0.372 0.02 0.20 -0.13
H -0.467 1.973 2.150 -0.07 -0.10 0.00
H -2.133 2.314 1.676 -0.04 -0.04 0.08
H 2.831 1.478 -2.104 0.10 0.06 -0.10
H 1.210 3.602 1.561 0.13 -0.14 0.19
H -2.071 -2.879 -0.638 0.26 -0.11 -0.07
H -1.433 1.902 -1.385 -0.30 -0.11 0.06
H -4.365 -3.527 0.636 -0.13 -0.19 0.12
H -2.835 1.583 -0.530 0.20 0.04 -0.12
H -1.230 -0.505 -1.863 -0.08 0.14 0.06
H -2.660 0.285 -2.578 0.14 0.12 0.09
H 1.306 -3.197 1.424 0.02 0.03 0.01
H 4.608 -2.388 -0.898 0.05 0.10 0.00
H -5.893 -1.278 0.509 -0.15 0.13 0.01

=====

3.
45
Properties=species:S:1:pos:R:3:forces:R:3 method="wB97M-V/def2-TZVPD" energy_ha=-1758.27475 homo_ev=-8.04 orbital_gap_ev=7.22 relative_energy_kcal_mol=0.0
S 0.030 -2.711 0.133 -0.59 -0.10 1.09
S 0.177 -1.276 -2.354 0.34 0.45 -1.52
O -1.405 -0.590 1.784 -0.22 0.14 0.02
O 0.318 0.700 2.395 -0.48 -0.05 0.01
O -2.424 0.256 -0.749 0.76 0.82 0.40
O -1.301 2.053 -1.463 -0.08 -0.13 0.39
C -2.046 -2.969 -1.652 0.33 0.16 0.41
C -1.528 -1.853 -2.546 -0.64 0.18 -0.14
C 1.967 -0.919 -0.308 0.47 0.06 -0.39
C -2.438 2.279 -2.331 0.21 -0.04 -0.17
C 4.018 0.276 -0.789 -0.32 -0.13 -0.24
C 2.772 -0.199 -1.209 0.19 -0.04 0.54
C 0.852 1.047 4.712 0.07 0.32 0.12
C 4.449 0.060 0.519 -0.25 -0.04 0.25
C -1.409 0.948 -0.672 -1.90 -0.15 -1.64
C 2.429 -1.200 0.986 0.05 -0.08 0.16
C -1.744 -2.594 -0.207 -0.17 -0.45 0.34
C -0.549 0.199 1.458 0.48 0.02 1.00
C -2.313 3.659 -2.943 0.01 0.32 0.13
C 0.068 0.200 3.732 0.36 -0.13 -0.07
C 0.593 -1.324 -0.694 0.00 0.94 0.69
C 3.639 -0.653 1.413 0.07 -0.22 -0.15
C -0.254 0.675 0.119 0.86 -0.92 0.56
H -2.559 4.427 -2.196 0.10 -0.14 -0.23
H -1.305 3.871 -3.323 -0.21 -0.22 0.09
H 1.901 1.179 4.414 -0.29 -0.13 -0.02
H -1.569 -3.923 -1.900 -0.19 0.07 0.00
H 1.845 -1.871 1.650 0.41 0.86 -0.42
H 0.840 0.570 5.701 -0.05 0.12 -0.21
H -1.551 -2.154 -3.594 0.00 0.09 -0.03
H -3.019 3.752 -3.778 0.12 -0.01 0.21
H -2.142 -0.958 -2.394 0.04 -0.46 -0.28
H 4.635 0.829 -1.498 -0.10 -0.17 0.26
H -2.402 1.505 -3.112 -0.20 0.12 0.24
H 5.416 0.440 0.849 -0.29 -0.04 -0.08
H 3.944 -0.806 2.453 0.04 0.00 -0.47
H -1.008 0.229 3.967 0.44 -0.10 -0.25
H -2.048 -1.561 0.051 0.03 -0.89 -0.15
H 2.414 -0.014 -2.224 0.18 0.03 0.34
H -2.166 -3.299 0.531 -0.02 0.31 -0.39
H 0.397 2.043 4.806 0.18 -0.24 -0.02
H -3.134 -3.056 -1.769 0.24 0.02 -0.18
H 0.421 -0.842 3.755 -0.30 0.20 0.06
H 0.565 1.385 0.040 -0.09 -0.19 -0.04
H -3.376 2.192 -1.761 0.42 -0.13 -0.23

=====

4.
50
Properties=species:S:1:pos:R:3:forces:R:3 method="wB97M-V/def2-TZVPD" energy_ha=-13345.45427 total_charge=+2 homo_ev="-12.79 / -12.79" orbital_gap_ev="5.62 / 5.62" relative_energy_kcal_mol=26.0
W -0.992 -1.337 -0.404 0.05 0.08 0.05
Te -3.784 -1.223 -3.500 -0.05 -0.02 0.06
Se -1.463 -1.790 -2.658 0.00 -0.06 -0.13
Se -3.208 -0.621 0.129 -0.13 -0.09 0.02
Se 0.263 0.800 -0.611 0.08 -0.02 0.01
Se -4.391 0.358 -1.668 0.09 0.04 -0.01
As 1.977 -2.516 -2.778 -0.01 -0.05 0.18
S 1.073 -2.594 -0.783 0.05 0.02 -0.07
N 0.153 3.309 0.716 0.02 -0.07 -0.04
N -1.649 2.176 1.131 -0.07 -0.16 -0.06
C 1.457 3.733 0.217 -0.06 -0.02 0.01
C -1.216 -1.857 2.044 0.11 -0.06 0.09
C 0.689 -3.917 1.981 -0.07 -0.07 -0.04
C -1.809 3.391 1.787 0.04 0.10 0.04
C 0.125 -1.604 2.364 -0.09 0.13 0.03
C -2.836 3.907 2.568 0.04 -0.03 -0.04
C 2.003 -0.768 -3.569 -0.01 0.01 -0.01
C -0.654 4.114 1.523 0.03 0.05 0.02
C -0.481 2.151 0.491 0.01 0.20 0.05
C -0.451 5.396 2.023 -0.05 -0.04 0.00
C 3.803 -3.001 -2.448 -0.02 -0.01 -0.05
C -1.560 -3.142 1.573 -0.09 -0.10 -0.07
C -0.610 -4.161 1.548 0.05 0.05 0.00
C -1.471 5.910 2.798 0.03 0.02 0.00
C 1.279 -3.804 -4.019 0.05 -0.01 -0.01
C 1.058 -2.637 2.360 0.09 0.02 0.00
C -2.640 5.180 3.064 -0.05 0.01 0.03
H 2.075 -2.438 2.669 -0.01 0.01 0.00
H 0.407 -0.625 2.731 0.03 0.00 -0.01
H 0.992 -0.422 -3.765 -0.02 0.00 -0.01
H 0.445 5.963 1.818 0.00 0.00 0.00
H 3.833 -3.985 -1.985 -0.02 0.00 -0.01
H 2.093 3.992 1.061 0.01 0.00 -0.01
H 1.962 -3.842 -4.867 -0.01 -0.02 -0.01
H -2.596 -3.379 1.362 -0.01 0.03 -0.02
H -2.327 1.426 1.060 0.02 0.01 0.01
H 1.914 2.924 -0.343 0.02 0.00 0.00
H 2.563 -0.830 -4.502 -0.01 0.01 -0.01
H 1.245 -4.774 -3.527 0.02 0.01 0.01
H 2.508 -0.090 -2.884 0.01 0.00 0.00
H -1.369 6.904 3.211 0.00 0.00 0.00
H 1.330 4.597 -0.431 0.01 0.00 0.00
H 1.410 -4.722 2.008 0.00 0.01 0.00
H 4.337 -3.024 -3.398 0.01 -0.01 0.00
H 0.284 -3.523 -4.349 -0.01 0.04 0.00
H -3.410 5.630 3.675 0.00 0.00 0.00
H -3.740 3.350 2.774 0.00 0.00 0.00
H -0.900 -5.151 1.224 -0.01 0.00 0.00
H 4.261 -2.272 -1.784 -0.03 0.02 0.01
H -1.982 -1.163 2.361 -0.03 -0.01 -0.03